(1)
ORCA calculation (ωB97M-V/def2-TZVPD) on an isolated molecule of C4H5N3.

The relative energy (zero: lowest compared OMol25 entry of this formula, charge and spin) comes out at 5.019 eV. As for the max |F|: 1.12 eV Å⁻¹. Its total charge is 0. Its calculated total energy is -8694.793 eV. As for the HOMO energy (alpha / beta): -8.972 / -8.974 eV.

Last column: Löwdin charge in e.
Atoms and positions in Å:
1 N -0.69589 -2.46146 1.08634  0.180
2 C -0.75407 -1.54284 0.38155  -0.255
3 C -1.00522 -0.42822 -0.47774  -0.020
4 C -0.76283 0.95073 -0.12739  -0.319
5 N 0.32691 1.40942 0.53650  0.024
6 C 1.42212 0.64430 0.32055  -0.326
7 N 1.43030 -0.51735 -0.25537  0.068
8 H -1.69203 -0.63217 -1.29979  0.129
9 H -1.28880 1.67967 -0.75547  0.136
10 H -1.69234 0.55099 0.52282  0.210
11 H 2.35035 1.13648 0.62875  0.113
12 H 2.36149 -0.78955 -0.56072  0.060

---

(2)
ORCA calculation (ωB97M-V/def2-TZVPD) on an isolated molecule of C7H13NO.

The relative energy (zero: lowest compared OMol25 entry of this formula, charge and spin) comes out at 0.875 eV. As for the max |F|: 0.45 eV Å⁻¹. Its total charge is 0. Its calculated total energy is -11006.878 eV. As for the HOMO energy: -7.968 eV. The SMILES is C=CNC(C)(C)C(C)=O.

Last column: Löwdin charge in e.
Atoms and positions in Å:
1 C 2.25970 2.32279 0.74272  -0.006
2 C 1.17592 1.73576 0.25150  -0.235
3 N 1.17037 0.50500 -0.37698  0.011
4 C -0.02444 -0.32135 -0.40044  -0.521
5 C 0.33728 -1.61847 -1.14107  -0.018
6 C -1.14316 0.40640 -1.15151  -0.034
7 C -0.42530 -0.72624 1.03294  -0.400
8 C -1.85102 -1.16061 1.24916  -0.003
9 O 0.38668 -0.70883 1.92278  0.107
10 H 2.22053 3.31677 1.14615  0.037
11 H 3.21687 1.83042 0.74995  0.047
12 H 0.22457 2.24826 0.25665  0.108
13 H 2.00972 -0.02492 -0.17987  0.131
14 H 0.72799 -1.37138 -2.12538  0.091
15 H 1.09760 -2.16965 -0.59098  0.092
16 H -0.53433 -2.25641 -1.25971  0.082
17 H -1.54366 1.23250 -0.57036  0.077
18 H -1.95501 -0.27359 -1.39157  0.081
19 H -0.73780 0.80477 -2.07855  0.095
20 H -2.15936 -1.87432 0.49060  0.081
21 H -1.94937 -1.60438 2.23678  0.088
22 H -2.50378 -0.29251 1.18719  0.088

---

(3)
ORCA calculation (ωB97M-V/def2-TZVPD) on an isolated molecule of C29H34N2O2.

The relative energy (zero: lowest compared OMol25 entry of this formula, charge and spin) comes out at 0.000 eV. As for the max |F|: 0.48 eV Å⁻¹. Its total charge is 0. Its calculated total energy is -37701.154 eV. As for the HOMO energy: -8.484 eV. The SMILES is COc1ccc(CCNC(=O)c2ccc(CN3CCC(Cc4ccccc4)CC3)cc2)cc1.

Last column: Löwdin charge in e.
Atoms and positions in Å:
1 C 0.05577 3.59647 0.40433  -0.090
2 O 1.27215 4.06236 -0.12572  -0.084
3 C 2.39473 3.31450 0.06980  -0.277
4 C 2.44040 2.10725 0.75683  -0.011
5 C 3.64428 1.43470 0.88648  -0.043
6 C 4.81797 1.93317 0.33789  -0.255
7 C 6.08792 1.13409 0.40624  -0.126
8 C 6.18728 0.19081 -0.81104  -0.164
9 N 4.97890 -0.58227 -0.96869  0.060
10 C 4.78949 -1.75294 -0.30175  -0.460
11 O 5.69679 -2.37061 0.22014  0.071
12 C 3.36631 -2.19971 -0.24526  -0.142
13 C 2.41882 -1.86369 -1.20926  -0.021
14 C 1.10091 -2.24018 -1.04618  -0.026
15 C 0.69553 -2.94578 0.08218  -0.223
16 C -0.75806 -3.29134 0.25216  -0.158
17 N -1.59256 -2.13281 -0.01637  -0.174
18 C -1.39927 -1.08985 0.97317  -0.184
19 C -2.12746 0.17895 0.54309  -0.152
20 C -3.62160 -0.09447 0.38142  -0.328
21 C -4.36555 1.16220 -0.09595  -0.128
22 C -5.84970 0.93836 -0.13439  -0.244
23 C -6.58961 0.95192 1.04200  -0.045
24 C -7.95136 0.71173 1.02441  -0.086
25 C -8.59529 0.45365 -0.17397  -0.097
26 C -7.86902 0.44027 -1.35195  -0.085
27 C -6.50621 0.68024 -1.33053  -0.053
28 C -3.79090 -1.25567 -0.59585  -0.139
29 C -2.99828 -2.47081 -0.12448  -0.192
30 C 1.64616 -3.30652 1.02674  -0.024
31 C 2.96998 -2.94562 0.85968  -0.009
32 C 4.76120 3.14272 -0.34714  -0.034
33 C 3.57239 3.82814 -0.47612  0.000
34 H -0.68988 4.34150 0.13113  0.095
35 H 0.09861 3.51178 1.49524  0.097
36 H -0.22586 2.62887 -0.02351  0.080
37 H 1.55235 1.67787 1.19374  0.099
38 H 3.66294 0.49903 1.42819  0.118
39 H 6.95901 1.78984 0.41589  0.115
40 H 6.09629 0.52608 1.31216  0.118
41 H 7.01077 -0.51144 -0.67047  0.120
42 H 6.34894 0.76915 -1.72436  0.122
43 H 4.15906 -0.04549 -1.20822  0.118
44 H 2.71102 -1.32864 -2.10169  0.113
45 H 0.35977 -1.97482 -1.78440  0.116
46 H -0.93288 -3.70270 1.26337  0.127
47 H -1.02482 -4.06731 -0.47378  0.131
48 H -0.32714 -0.89348 1.05836  0.116
49 H -1.76814 -1.40778 1.96743  0.132
50 H -1.96129 0.96480 1.28345  0.114
51 H -1.71809 0.51055 -0.41323  0.119
52 H -4.03278 -0.39251 1.35302  0.146
53 H -4.13740 1.98365 0.58816  0.121
54 H -4.00293 1.43606 -1.08868  0.121
55 H -6.09252 1.15770 1.97978  0.113
56 H -8.51294 0.72723 1.94732  0.101
57 H -9.65878 0.26609 -0.18921  0.099
58 H -8.36521 0.24194 -2.29097  0.101
59 H -5.94511 0.66941 -2.25426  0.112
60 H -3.42042 -0.95622 -1.57788  0.127
61 H -4.84498 -1.52190 -0.68982  0.117
62 H -3.10314 -3.28118 -0.85090  0.121
63 H -3.40550 -2.82476 0.84178  0.130
64 H 1.34821 -3.86770 1.90110  0.112
65 H 3.71631 -3.21993 1.59026  0.118
66 H 5.66172 3.55267 -0.78106  0.115
67 H 3.52447 4.76893 -1.00132  0.117

---

(4)
ORCA calculation (ωB97M-V/def2-TZVPD) on a cluster of 2 separate species, C3H6OS in total.

The relative energy (zero: lowest compared OMol25 entry of this formula, charge and spin) comes out at 3.939 eV. As for the max |F|: 2.88 eV Å⁻¹. Its total charge is 0. Its calculated total energy is -16087.052 eV. As for the HOMO energy: -9.056 eV.

Last column: Löwdin charge in e.
Atoms and positions in Å:
1 C -2.14066 -0.31556 0.07322  -0.314
2 C -1.04694 -0.68353 -0.82335  -0.071
3 C 2.04402 -1.00317 0.68153  -0.457
4 O -3.18358 -0.95986 0.05772  0.013
5 S 3.25514 -0.36313 -0.23000  0.687
6 H -1.42653 -1.57952 -1.33136  0.098
7 H -0.78120 0.05002 -1.48971  0.047
8 H -0.05921 -0.78064 -0.31662  0.026
9 H 2.18510 -0.84900 1.73330  -0.071
10 H -2.04892 0.60179 0.69625  0.119
11 H 2.83485 -0.61622 -1.59042  -0.076

---

Q: Which formula does entry 4 have?
A: C3H6OS